Here is C23H17N4O3PtS as an isolated structure in a non-equilibrium geometry from OMol25. Energies are from ωB97M-V/def2-TZVPD.

Each line ends with the Löwdin charge.
Cartesian coordinates (Å):
Pt1 -0.007934 1.008776 -0.006511  1.10
S1 -2.911516 1.052778 0.887440  0.88
O1 -1.659557 1.925260 1.000952  -0.68
O2 1.111164 -2.694030 -5.825064  0.10
O3 1.483348 -0.969683 -7.066407  0.12
N1 3.064681 -3.363866 8.406161  0.17
N2 1.175170 -1.498766 -6.025039  -0.34
N3 -0.441860 1.882897 -1.852927  -0.06
N4 0.778949 -0.388903 -1.216861  -0.06
C1 0.486442 -1.275614 4.916342  -0.02
C2 3.160267 -1.981833 5.195820  -0.02
C3 0.805033 -0.609205 -4.901137  -0.05
C4 -0.929209 3.080748 -2.117425  -0.08
C5 1.681312 -2.201142 -3.116733  0.05
C6 1.383364 -1.021816 3.876032  -0.25
C7 0.599041 -0.137812 -2.543645  -0.13
C8 -1.104953 3.543006 -3.428023  -0.01
C9 -4.063447 2.041519 -0.053763  -0.24
C10 1.028709 -1.021182 -3.537274  -0.04
C11 0.933808 -0.400738 2.663121  -0.12
C12 -0.750378 2.734560 -4.476994  0.04
C13 2.255873 -2.233485 6.224721  -0.23
C14 0.555972 0.134317 1.644891  -0.23
C15 1.841967 -2.431203 -1.776631  0.01
C16 2.705445 -2.861860 7.437468  -0.18
C17 0.916709 -1.877921 6.082819  -0.02
C18 2.724367 -1.380644 4.030350  -0.02
C19 -3.664664 1.212603 2.493568  -0.22
C20 -0.046914 1.090747 -2.880203  -0.14
C21 -0.190547 1.471112 -4.211812  -0.11
C22 1.376348 -1.504778 -0.840293  -0.06
C23 0.251265 0.572684 -5.233107  0.09
H1 4.198665 -2.257699 5.316657  0.12
H2 -5.031885 1.542475 -0.055536  0.07
H3 0.148920 0.838918 -6.276216  0.14
H4 -3.742209 2.268542 2.747406  0.07
H5 -4.133609 3.033684 0.389964  0.07
H6 -1.517605 4.527859 -3.591064  0.12
H7 3.423383 -1.178736 3.230306  0.12
H8 2.335303 -3.324840 -1.423112  0.13
H9 -0.551190 -0.993679 4.802481  0.11
H10 0.222982 -2.074590 6.888518  0.12
H11 2.044036 -2.911466 -3.841985  0.12
H12 -4.643645 0.735268 2.468946  0.07
H13 1.482583 -1.648426 0.227213  0.11
H14 -1.211757 3.679780 -1.260488  0.13
H15 -3.016247 0.698756 3.199919  0.06
H16 -3.683835 2.103272 -1.072082  0.05
H17 -0.872143 3.064354 -5.500765  0.14

Atoms 1-6, force components in eV/Å:
Pt -1.187 -0.828 0.010
S -0.147 -0.249 0.094
O 0.601 0.711 -0.035
O -0.003 0.007 -0.017
O 0.001 -0.005 0.006
N -0.004 -0.002 -0.004

## Properties
E, Eh: -1848.55618
Max |F|, eV/Å: 1.4
Molar mass, g/mol: 624.56
Frontier orbital gap, eV: 6.46
ΔE to the lowest compared entry with this formula, charge and spin, kcal per mole: 19.39
Net charge: +1

=====

Here is a 8-piece molecular cluster, C20H53FIO7 overall in a non-equilibrium geometry from OMol25. Energies are from ωB97M-V/def2-TZVPD.

Each line ends with the Löwdin charge.
Cartesian coordinates (Å):
I1 0.238011 -2.108116 1.842989  0.76
F1 3.435053 -1.389652 0.378499  -0.14
O1 1.382775 5.050382 -5.378171  -0.09
O2 3.049087 -2.542341 5.538604  -0.10
O3 0.926549 1.355033 4.521078  -0.08
O4 -6.927426 0.607777 -1.193449  -0.08
O5 -0.923982 2.420925 -2.194045  -0.09
O6 4.314058 -4.937373 0.588191  -0.09
O7 -4.163784 -1.513429 0.473731  -0.10
C1 2.338921 1.496721 0.382119  -0.27
C2 -0.920606 -0.502768 0.992741  -0.61
C3 1.038760 1.167460 1.142540  -0.34
C4 -8.116074 -0.137943 -0.969781  -0.33
C5 4.420815 -2.028334 3.595091  -0.09
C6 4.102943 -3.016984 4.698841  -0.32
C7 4.169595 -4.089813 -1.679368  -0.09
C8 4.245145 -0.233197 0.416711  -0.24
C9 3.856252 -5.230387 -0.727366  -0.33
C10 -0.260573 0.598347 4.707924  -0.34
C11 3.500166 5.919843 -6.211532  -0.10
C12 -1.050475 3.162937 -4.496104  -0.10
C13 -1.410653 2.087620 -3.487125  -0.32
C14 -4.018272 -2.533263 -0.511785  -0.32
C15 -8.689593 0.113618 0.413158  -0.09
C16 -0.813127 0.810100 6.109634  -0.10
C17 -5.160268 -3.530756 -0.426623  -0.09
C18 1.984480 5.960906 -6.289709  -0.33
C19 3.573424 0.926905 1.104389  -0.30
C20 -0.028746 0.488271 0.271525  -0.34
H1 3.842156 6.193498 -5.211211  0.07
H2 -1.402605 2.906210 -5.498096  0.07
H3 -1.573331 -0.063119 1.737466  0.04
H4 -1.334554 3.253033 -1.934126  0.08
H5 -1.018157 1.868129 6.279798  0.07
H6 -8.899942 1.175020 0.548237  0.07
H7 -5.179553 -4.011175 0.554623  0.07
H8 4.966744 -3.173321 5.344844  0.11
H9 3.818775 -3.986110 4.273564  0.11
H10 4.355988 -6.145049 -1.047443  0.10
H11 -7.974352 -0.180352 1.184533  0.07
H12 1.659884 5.295795 -4.486936  0.09
H13 -0.947263 1.139739 -3.758807  0.11
H14 3.862628 -4.131975 0.867604  0.07
H15 -1.566140 -0.966837 0.256874  0.01
H16 0.575169 2.079825 1.542018  0.07
H17 2.275796 -2.406179 4.977329  0.06
H18 -0.978745 0.927672 3.958646  0.10
H19 -1.735706 0.244580 6.262319  0.07
H20 -6.117406 -3.024290 -0.562770  0.06
H21 4.350861 1.699585 1.184494  0.07
H22 -2.497228 1.936454 -3.445433  0.10
H23 3.831694 -4.318607 -2.692645  0.07
H24 -8.824144 0.170595 -1.738206  0.11
H25 4.704066 -1.062668 4.015705  0.08
H26 -4.010267 -2.044037 -1.484413  0.12
H27 -0.055038 -0.462311 4.536212  0.06
H28 1.619342 6.975008 -6.089661  0.11
H29 -9.612247 -0.449678 0.565868  0.07
H30 3.862241 4.912094 -6.415660  0.08
H31 -4.152157 -1.940939 1.337543  0.08
H32 5.164399 -0.507449 0.952212  0.09
H33 3.538565 -1.868183 2.976359  0.04
H34 -3.055492 -3.035908 -0.373272  0.11
H35 1.646202 5.670194 -7.283700  0.11
H36 1.236671 0.542842 2.021839  0.02
H37 -6.281854 0.331760 -0.529946  0.07
H38 3.950251 6.607817 -6.930017  0.07
H39 -5.063619 -4.306989 -1.187588  0.07
H40 0.025485 3.296817 -4.530132  0.05
H41 -7.909868 -1.205914 -1.107029  0.10
H42 3.683455 -3.168979 -1.350498  0.06
H43 -0.086317 0.491814 6.861430  0.07
H44 1.572609 1.056746 5.170262  0.08
H45 4.539371 0.039281 -0.596863  0.10
H46 -0.697395 1.253777 -0.108709  0.09
H47 3.327814 0.646691 2.134769  0.08
H48 2.255887 1.010865 -0.594869  0.00
H49 2.778164 -5.425304 -0.701703  0.11
H50 5.232382 -2.386849 2.959164  0.08
H51 0.451321 -0.046821 -0.544149  0.09
H52 -1.490809 4.122301 -4.211359  0.07
H53 5.243814 -3.901587 -1.701177  0.07

Atoms 1-6, force components in eV/Å:
I -0.273 -0.230 0.103
F 0.093 0.011 -0.139
O 0.083 0.166 -0.121
O -0.008 -0.050 0.044
O -0.129 0.104 0.026
O -0.060 -0.041 0.070

## Properties
E, Eh: -1717.90227
Max |F|, eV/Å: 1.0
Molar mass, g/mol: 551.54
Frontier orbital gap, eV: 3.15
ΔE to the lowest compared entry with this formula, charge and spin, kcal per mole: 0.00
Net charge: -1

=====

Here is an isolated ion of composition C5H10BrN2 and charge +1 in a non-equilibrium geometry from OMol25. Energies are from ωB97M-V/def2-TZVPD.

Each line ends with the Löwdin charge.
Cartesian coordinates (Å):
Br1 0.845770 -3.641039 1.634987  0.68
N1 0.999676 -3.291752 -1.965519  0.45
N2 0.562996 -2.897414 -1.035738  0.03
C1 -0.171497 0.256511 -0.396850  -0.23
C2 -0.388792 1.359912 0.502821  -0.32
C3 -0.611971 2.671076 -0.212581  -0.12
C4 0.103837 -2.314761 0.114800  -0.50
C5 0.611926 -0.852497 0.453138  -0.16
H1 0.603935 1.699708 1.048007  0.17
H2 1.717583 -0.793161 0.196681  0.15
H3 0.430840 -0.497943 1.412562  0.08
H4 0.328526 2.965519 -0.765977  0.10
H5 -1.020558 -2.338856 0.127606  0.15
H6 -1.106570 1.223205 1.321023  0.13
H7 -1.494437 2.794674 -0.886610  0.10
H8 -0.765429 3.380393 0.555388  0.06
H9 -1.058501 -0.256048 -0.857509  0.13
H10 0.412664 0.532474 -1.246226  0.11

Atoms 1-6, force components in eV/Å:
Br -0.923 1.276 -1.757
N -0.557 0.246 0.996
N 1.330 -0.399 -2.432
C 0.327 -3.989 -0.542
C 1.329 3.378 1.765
C -0.128 0.685 -1.529

## Properties
E, Eh: -2879.66812
Max |F|, eV/Å: 4.9
Molar mass, g/mol: 178.05
Frontier orbital gap, eV: 7.98
ΔE to the lowest compared entry with this formula, charge and spin, kcal per mole: 92.37
Net charge: +1

=====

Here is C20H26N5O5Ta as an isolated structure from OMol25. Energies are from ωB97M-V/def2-TZVPD.

Each line ends with the Löwdin charge.
Cartesian coordinates (Å):
Ta1 0.238242 -0.124958 0.729278  1.95
O1 -1.002084 -1.788713 0.926552  -0.14
O2 1.507978 -0.502984 -0.647277  -0.23
O3 0.457602 1.740621 0.786459  -0.21
O4 -1.968639 0.105906 1.101103  -0.08
O5 -3.183770 -1.704509 1.139043  0.25
N1 -2.161494 -1.153551 1.052365  -0.47
N2 -1.757853 -0.823138 -1.651216  -0.03
N3 0.031689 0.218892 2.880019  -0.11
N4 1.638690 -1.450985 1.789222  -0.09
N5 -0.912450 0.260491 -1.224505  -0.06
C1 4.832575 -2.748085 -1.625059  -0.03
C2 2.666575 -2.088362 1.305098  -0.02
C3 4.242235 -1.905846 -2.569699  -0.01
C4 -3.255715 -1.837289 -3.200906  -0.03
C5 0.088780 2.827760 1.516735  -0.26
C6 -1.632261 -0.125285 -4.050069  -0.03
C7 -0.610630 3.753326 3.634041  0.01
C8 -0.197620 1.344114 3.476642  0.00
C9 0.104146 4.085314 0.948812  0.02
C10 0.148256 -1.007461 3.675263  -0.16
C11 3.128554 -1.138351 -2.262789  0.02
C12 3.177260 -2.049935 -0.020247  -0.14
C13 -0.262308 5.170024 1.732598  -0.01
C14 4.307086 -2.816987 -0.356251  0.01
C15 -2.539117 -0.529099 -2.888511  -0.62
C16 -3.549636 0.566978 -2.571526  -0.03
C17 -0.622719 5.009674 3.069864  -0.03
C18 1.448544 -1.652456 3.252276  -0.15
C19 -0.263107 2.634803 2.860383  -0.13
C20 2.600480 -1.220789 -0.988652  -0.27
H1 -0.873141 3.616267 4.675743  0.13
H2 -3.077021 1.535387 -2.380443  0.08
H3 -1.142485 0.839069 -3.887604  0.08
H4 3.222846 -2.715181 2.002391  0.16
H5 -0.255418 0.541449 -1.956691  0.11
H6 -3.890028 -2.140774 -2.368245  0.09
H7 0.404149 4.208969 -0.082566  0.13
H8 -4.208746 0.714810 -3.425857  0.10
H9 4.661847 -1.845839 -3.565204  0.13
H10 -0.699744 -1.657734 3.457524  0.12
H11 -2.219981 -0.018466 -4.960927  0.10
H12 -4.162667 0.294643 -1.711704  0.09
H13 1.449978 -2.716685 3.484392  0.14
H14 0.146797 -0.790375 4.742722  0.14
H15 -1.145456 -1.615054 -1.832630  0.12
H16 5.699163 -3.335907 -1.890741  0.13
H17 -0.259954 6.159303 1.294778  0.13
H18 -1.537248 1.050344 -1.066370  0.10
H19 -2.543276 -2.639168 -3.409237  0.09
H20 -0.900022 5.869585 3.662363  0.13
H21 -0.871373 -0.887089 -4.239463  0.09
H22 4.755405 -3.458539 0.392413  0.13
H23 2.679614 -0.482392 -2.995884  0.13
H24 -0.335401 1.318230 4.557203  0.16
H25 -3.881552 -1.716119 -4.083708  0.10
H26 2.284434 -1.177832 3.768718  0.14

Atoms 1-6, force components in eV/Å:
Ta -0.094 0.085 -0.138
O 0.011 0.040 0.015
O 0.024 -0.013 0.032
O 0.063 -0.034 -0.045
O -0.005 -0.008 0.032
O 0.008 0.000 0.006

## Properties
E, Eh: -1484.23596
Max |F|, eV/Å: 0.2
Molar mass, g/mol: 597.41
Frontier orbital gap, eV: 7.56
ΔE to the lowest compared entry with this formula, charge and spin, kcal per mole: 0.00
Net charge: +2

=====

- Which of these has the lowest E?
  C5H10BrN2

=====

- Look up the net charge of the second one.
  -1

=====

- The highest E belongs to which entry?
  C20H26N5O5Ta